This record from the OMol25 dataset describes C2HCl2N as an isolated structure in a non-equilibrium geometry. The level of theory is ωB97M-V/def2-TZVPD.

Positions of all 6 atoms, in Å:
C (-1.170, 0.595, 1.361)
C (-0.549, 0.370, 0.354)
N (0.977, 0.116, -1.176)
Cl (0.398, -0.700, -2.533)
Cl (1.971, -0.941, -0.335)
H (-1.626, 0.561, 2.328)

As for the highest occupied orbital energy (alpha / beta): -10.542 / -10.407 eV. The value obtained for the energy relative to the best compared isomer or geometry (same formula, charge and spin) is 7.283 eV. Its LUMO energy (alpha / beta) is -0.0738 / -0.0747 Ha. As for the net charge: 0. The gap between HOMO and LUMO (alpha / beta) is 8.53 / 8.37 eV. For the total energy, the calculation gives -28617.0684 eV. As for the spin multiplicity: 1. For the largest force on an atom, the calculation gives 0.051 hartree/bohr. For the molecular weight, the calculation gives 109.94 g mol⁻¹.

This record from the OMol25 dataset describes C14H23N3O as an isolated structure in a non-equilibrium geometry. The level of theory is ωB97M-V/def2-TZVPD.

Positions of all 41 atoms, in Å:
C (-6.430, 1.018, -0.359)
O (-5.614, -0.169, -0.174)
C (-4.239, 0.005, -0.141)
C (-3.674, -1.311, 0.125)
C (-2.330, -1.497, 0.085)
C (-1.639, -0.252, 0.101)
C (-2.356, 0.896, -0.057)
C (-3.669, 1.088, -0.421)
H (-4.174, 2.038, -0.606)
H (-1.678, 1.888, -0.409)
N (-0.268, 0.007, 0.119)
C (0.423, -1.337, 0.015)
C (1.974, -1.369, -0.482)
N (2.707, -0.213, 0.562)
C (1.778, 0.570, 1.118)
C (0.486, 0.958, 0.556)
H (0.913, 1.356, -0.429)
H (-0.094, 1.620, 1.105)
H (1.557, 0.178, 2.089)
H (2.305, 1.526, 1.671)
C (3.728, 0.371, -0.244)
C (4.768, -0.505, -0.384)
C (6.146, 0.261, -0.900)
N (6.583, 1.011, 0.317)
H (7.484, 1.627, -0.375)
H (6.963, 0.392, 0.924)
H (5.930, 0.638, -1.787)
H (6.930, -0.425, -1.350)
H (5.023, -1.269, 0.435)
H (4.601, -1.280, -1.290)
H (3.446, 1.022, -1.108)
H (4.175, 1.080, 0.408)
H (2.513, -2.103, -0.406)
H (1.877, -0.894, -1.411)
H (0.013, -2.203, -0.564)
H (0.597, -1.688, 1.155)
H (-1.854, -2.254, 0.295)
H (-4.316, -2.153, 0.565)
H (-6.332, 1.824, 0.342)
H (-7.649, 0.862, -0.348)
H (-6.140, 1.354, -1.264)

As for the highest occupied orbital energy: -6.745 eV. The value obtained for the energy relative to the best compared isomer or geometry (same formula, charge and spin) is 11.738 eV. Its LUMO energy is 0.0287 Ha. As for the net charge: 0. The gap between HOMO and LUMO is 7.53 eV. For the total energy, the calculation gives -21396.4099 eV. As for the spin multiplicity: 1. For the largest force on an atom, the calculation gives 0.278 hartree/bohr. For the molecular weight, the calculation gives 249.36 g mol⁻¹.

This record from the OMol25 dataset describes C25H17Cl3F6N2O5Os as an isolated structure. The level of theory is ωB97M-V/def2-TZVPD.

Positions of all 59 atoms, in Å:
Os (-0.604, -0.037, 0.157)
C (-1.133, 0.962, 4.051)
O (-0.568, -0.187, 4.682)
C (-0.083, -1.249, 3.989)
C (0.645, -2.155, 4.750)
C (1.235, -3.275, 4.184)
C (1.110, -3.496, 2.830)
C (0.389, -2.598, 2.040)
C (0.365, -2.830, 0.610)
N (-0.033, -1.975, -0.253)
N (0.098, -2.316, -1.591)
C (-0.163, -1.288, -2.320)
O (-0.608, -0.156, -1.797)
C (-0.009, -1.339, -3.785)
C (-0.398, -0.253, -4.561)
C (-0.236, -0.296, -5.937)
C (0.314, -1.418, -6.538)
C (0.703, -2.504, -5.762)
C (0.546, -2.466, -4.388)
C (-0.243, -1.492, 2.617)
O (-1.063, -0.694, 1.887)
H (-0.448, 1.391, 3.318)
H (-1.292, 1.672, 4.859)
H (-2.084, 0.735, 3.572)
H (0.739, -1.946, 5.808)
H (1.794, -3.962, 4.805)
H (1.583, -4.349, 2.359)
H (0.759, -3.767, 0.228)
H (-0.822, 0.619, -4.082)
H (-0.537, 0.550, -6.541)
H (0.442, -1.448, -7.612)
H (1.137, -3.378, -6.231)
H (0.852, -3.298, -3.769)
Cl (-6.347, 4.176, 0.387)
C (-4.756, 3.489, 0.390)
C (-4.595, 2.141, 0.132)
C (-3.313, 1.631, 0.154)
Cl (-3.081, -0.084, -0.161)
C (-2.173, 2.379, 0.423)
O (-0.939, 1.884, 0.469)
C (-2.394, 3.743, 0.680)
Cl (-1.031, 4.740, 1.027)
C (-3.660, 4.294, 0.665)
H (-5.444, 1.506, -0.077)
H (-3.790, 5.346, 0.871)
C (3.361, 0.881, 1.581)
C (2.411, 0.757, 0.393)
O (1.257, 0.139, 0.841)
C (3.079, -0.149, -0.673)
F (2.389, -0.181, -1.828)
F (4.333, 0.229, -0.969)
F (3.147, -1.410, -0.216)
C (2.163, 2.166, -0.189)
F (1.745, 2.998, 0.771)
F (1.239, 2.171, -1.161)
F (3.290, 2.690, -0.710)
H (3.575, -0.119, 1.954)
H (2.856, 1.447, 2.360)
H (4.289, 1.377, 1.306)

As for the highest occupied orbital energy (alpha / beta): -8.395 / -8.437 eV. The value obtained for the energy relative to the best compared isomer or geometry (same formula, charge and spin) is 0.000 eV. Its LUMO energy (alpha / beta) is -0.0565 / -0.0560 Ha. As for the net charge: 0. The gap between HOMO and LUMO (alpha / beta) is 6.86 / 6.91 eV. For the total energy, the calculation gives -95758.6615 eV. As for the spin multiplicity: 1. For the largest force on an atom, the calculation gives 0.013 hartree/bohr. For the molecular weight, the calculation gives 836.00 g mol⁻¹.

This record from the OMol25 dataset describes one molecule with the formula C5H8O. The level of theory is ωB97M-V/def2-TZVPD.

Positions of all 14 atoms, in Å:
C (-1.756, 0.326, -1.764)
C (-0.891, 0.316, -0.925)
C (0.311, 0.302, -0.076)
C (0.258, 1.268, 1.112)
C (0.676, -1.125, 0.374)
O (0.558, -2.082, -0.646)
H (-2.497, 0.369, -2.533)
H (1.115, 0.636, -0.744)
H (-0.418, 0.918, 1.900)
H (-0.079, 2.257, 0.794)
H (1.259, 1.376, 1.545)
H (1.728, -1.132, 0.670)
H (0.088, -1.401, 1.265)
H (-0.351, -2.030, -0.972)

As for the highest occupied orbital energy: -10.023 eV. The value obtained for the energy relative to the best compared isomer or geometry (same formula, charge and spin) is 2.129 eV. Its LUMO energy is 0.0369 Ha. As for the net charge: 0. The gap between HOMO and LUMO is 11.03 eV. For the total energy, the calculation gives -7360.1264 eV. As for the spin multiplicity: 1. For the largest force on an atom, the calculation gives 0.009 hartree/bohr. For the molecular weight, the calculation gives 84.12 g mol⁻¹.

This record from the OMol25 dataset describes one molecule with the formula C3H7NO in a non-equilibrium geometry. The level of theory is ωB97M-V/def2-TZVPD.

Positions of all 12 atoms, in Å:
C (-1.344, -0.891, 0.027)
N (-0.718, 0.444, -0.237)
C (0.581, 0.879, 0.381)
C (1.644, 0.043, -0.290)
O (2.186, -0.949, 0.096)
H (-2.281, -0.947, 0.613)
H (-0.482, -1.425, 0.452)
H (-1.589, -1.533, -0.810)
H (-1.296, 1.263, -0.551)
H (0.532, 0.575, 1.450)
H (0.825, 1.974, 0.130)
H (1.942, 0.568, -1.262)

As for the highest occupied orbital energy: -8.689 eV. The value obtained for the energy relative to the best compared isomer or geometry (same formula, charge and spin) is 2.356 eV. Its LUMO energy is 0.0356 Ha. As for the net charge: 0. The gap between HOMO and LUMO is 9.66 eV. For the total energy, the calculation gives -6760.3939 eV. As for the spin multiplicity: 1. For the largest force on an atom, the calculation gives 0.044 hartree/bohr. For the molecular weight, the calculation gives 73.09 g mol⁻¹.

This record from the OMol25 dataset describes one molecule with the formula C23H24FN3O2 in a non-equilibrium geometry. The level of theory is ωB97M-V/def2-TZVPD.

Positions of all 53 atoms, in Å:
C (-0.306, -2.365, 2.331)
C (-0.789, -1.122, 1.714)
O (-2.246, -1.169, 1.604)
C (-2.460, 0.056, 0.905)
C (-3.867, 0.593, 0.756)
C (-4.971, 0.030, 0.848)
C (-6.132, 0.221, 0.453)
C (-6.408, 1.572, -0.130)
C (-5.273, 2.397, -0.276)
F (-5.438, 3.607, -0.766)
C (-4.073, 1.844, 0.371)
N (-1.325, 0.875, 0.887)
C (-0.223, 0.161, 1.288)
C (1.019, 0.401, 1.311)
N (1.873, -0.303, 0.236)
C (1.310, -0.172, -0.961)
C (-0.013, -0.927, -1.438)
C (-1.193, -0.140, -1.664)
C (-2.278, -0.781, -1.982)
C (-2.434, -2.204, -1.620)
C (-1.264, -2.781, -1.582)
C (0.016, -2.268, -1.133)
C (3.175, -0.569, 0.487)
C (3.939, 0.819, 0.345)
C (4.308, 1.243, -0.951)
C (5.590, 2.019, -1.058)
C (6.314, 1.354, -0.038)
O (7.458, 1.396, 0.684)
N (5.358, 0.955, 0.897)
H (-0.797, -3.174, 1.718)
H (-0.498, -2.401, 3.270)
H (0.897, -2.309, 1.946)
H (-4.870, -1.071, 1.110)
H (-6.997, -0.575, 0.446)
H (-7.308, 1.993, -0.290)
H (-3.206, 2.595, 0.230)
H (1.118, 1.607, 0.829)
H (1.388, 0.416, 2.265)
H (2.069, -0.679, -1.858)
H (1.269, 0.888, -1.310)
H (-0.999, 0.939, -2.048)
H (-3.098, -0.384, -2.319)
H (-3.386, -2.803, -1.843)
H (-1.295, -3.852, -1.188)
H (0.807, -3.012, -0.763)
H (3.444, -0.901, 1.578)
H (3.755, -1.336, -0.128)
H (3.596, 1.611, 0.881)
H (3.317, 2.066, -1.241)
H (4.160, 0.399, -1.727)
H (6.075, 1.942, -1.884)
H (5.495, 2.910, -0.873)
H (5.401, 0.392, 1.682)

As for the highest occupied orbital energy: -8.072 eV. The value obtained for the energy relative to the best compared isomer or geometry (same formula, charge and spin) is 18.216 eV. Its LUMO energy is -0.0056 Ha. As for the net charge: 0. The gap between HOMO and LUMO is 7.92 eV. For the total energy, the calculation gives -35506.9724 eV. As for the spin multiplicity: 1. For the largest force on an atom, the calculation gives 0.337 hartree/bohr. For the molecular weight, the calculation gives 393.46 g mol⁻¹.

This record from the OMol25 dataset describes a 2-piece molecular cluster, C5H11B3BrNO6P overall in a non-equilibrium geometry. The level of theory is ωB97M-V/def2-TZVPD.

Positions of all 28 atoms, in Å:
C (-3.641, -4.335, -2.005)
C (-2.277, -4.044, -2.308)
B (-0.756, -3.338, -2.295)
O (0.420, -3.913, -1.603)
B (1.098, -2.867, -0.758)
Br (2.016, -3.582, 0.904)
O (1.098, -1.409, -1.136)
B (-0.182, -1.119, -1.816)
P (-1.474, 0.215, -1.309)
N (-0.786, 1.445, -0.504)
O (-2.639, -0.587, -0.275)
O (-2.368, 0.843, -2.697)
O (-0.521, -2.014, -2.976)
H (-4.675, -4.660, -1.506)
H (-1.205, 1.444, 0.468)
H (-3.576, -0.330, -0.586)
H (-2.522, 0.107, -3.383)
C (1.338, 3.520, 1.650)
C (1.721, 2.532, 2.764)
C (2.864, 1.629, 2.271)
O (0.672, 1.765, 3.005)
H (1.006, 3.014, 0.735)
H (0.535, 4.195, 1.971)
H (2.200, 4.144, 1.382)
H (2.149, 3.142, 3.573)
H (2.588, 1.052, 1.378)
H (3.178, 0.918, 3.046)
H (3.740, 2.233, 2.009)

As for the highest occupied orbital energy: -1.930 eV. The value obtained for the energy relative to the best compared isomer or geometry (same formula, charge and spin) is 5.620 eV. Its LUMO energy is 0.0293 Ha. As for the net charge: -1. The gap between HOMO and LUMO is 2.73 eV. For the total energy, the calculation gives -100500.1534 eV. As for the spin multiplicity: 1. For the largest force on an atom, the calculation gives 0.188 hartree/bohr. For the molecular weight, the calculation gives 324.46 g mol⁻¹.

This record from the OMol25 dataset describes C16H43N8NiO3P2Sb as an isolated structure in a non-equilibrium geometry. The level of theory is ωB97M-V/def2-TZVPD.

Positions of all 74 atoms, in Å:
Ni (0.159, -0.643, -0.808)
C (4.875, 2.177, 0.105)
N (4.046, 1.226, -0.632)
C (4.660, 0.670, -1.840)
P (2.938, 0.336, 0.188)
O (2.175, -0.551, -0.741)
O (2.059, 1.465, 0.927)
P (0.631, 2.086, 0.459)
O (0.154, 1.440, -0.804)
N (0.814, 3.691, 0.309)
C (1.265, 4.467, 1.468)
C (1.231, 4.219, -0.995)
N (-0.272, 1.839, 1.854)
C (-1.648, 2.346, 1.702)
C (-0.202, 0.512, 2.455)
N (3.526, -0.503, 1.476)
C (3.697, -1.950, 1.372)
C (3.846, 0.087, 2.771)
H (5.182, 2.973, -0.575)
H (5.776, 1.708, 0.511)
H (4.305, 2.618, 0.920)
H (4.905, 1.486, -2.520)
H (3.956, 0.005, -2.335)
H (5.581, 0.124, -1.618)
H (0.879, 4.026, 2.384)
H (0.886, 5.484, 1.374)
H (2.356, 4.512, 1.527)
H (0.784, 3.631, -1.793)
H (2.319, 4.202, -1.111)
H (0.893, 5.250, -1.082)
H (-1.623, 3.328, 1.234)
H (-2.104, 2.439, 2.685)
H (-2.261, 1.680, 1.083)
H (0.769, 0.354, 2.924)
H (-0.372, -0.315, 1.745)
H (-0.972, 0.424, 3.218)
H (3.727, -2.255, 0.328)
H (2.878, -2.481, 1.872)
H (4.632, -2.244, 1.849)
H (3.819, 1.172, 2.720)
H (4.842, -0.228, 3.084)
H (3.132, -0.241, 3.533)
C (-5.620, 1.237, -0.135)
C (-6.134, -0.010, -0.850)
C (-6.307, -1.175, 0.122)
C (-5.241, -0.371, -2.051)
N (-3.882, -0.736, -1.661)
C (-2.780, 0.010, -1.614)
N (-1.808, -0.752, -1.154)
N (-2.346, -1.970, -0.921)
N (-3.581, -1.963, -1.224)
H (-6.310, 1.523, 0.657)
H (-5.533, 2.084, -0.819)
H (-4.647, 1.054, 0.330)
H (-7.106, 0.217, -1.294)
H (-5.377, -1.403, 0.645)
H (-6.640, -2.079, -0.389)
H (-7.052, -0.915, 0.871)
H (-5.171, 0.480, -2.726)
H (-5.655, -1.226, -2.582)
H (-2.695, 1.046, -1.896)
C (2.281, -4.266, -1.141)
Sb (0.413, -3.227, -0.987)
C (-0.473, -4.046, -2.750)
C (-0.510, -4.374, 0.565)
H (2.033, -5.240, -1.559)
H (2.743, -4.396, -0.166)
H (2.961, -3.748, -1.813)
H (-0.282, -5.118, -2.732)
H (-0.005, -3.608, -3.630)
H (-1.542, -3.864, -2.760)
H (-0.305, -5.421, 0.349)
H (-1.581, -4.192, 0.560)
H (-0.089, -4.112, 1.533)

As for the highest occupied orbital energy (alpha / beta): -14.308 / -14.309 eV. The value obtained for the energy relative to the best compared isomer or geometry (same formula, charge and spin) is 0.000 eV. Its LUMO energy (alpha / beta) is -0.2513 / -0.2540 Ha. As for the net charge: +2. The gap between HOMO and LUMO (alpha / beta) is 7.47 / 7.40 eV. For the total energy, the calculation gives -101501.7997 eV. As for the spin multiplicity: 1. For the largest force on an atom, the calculation gives 0.036 hartree/bohr. For the molecular weight, the calculation gives 637.97 g mol⁻¹.

This record from the OMol25 dataset describes one molecule with the formula C3H8Cl2NP in a non-equilibrium geometry. The level of theory is ωB97M-V/def2-TZVPD.

Positions of all 15 atoms, in Å:
C (-1.231, -1.476, -0.887)
N (-0.443, -0.467, -0.178)
C (0.022, -0.747, 1.203)
P (-0.037, 0.832, -1.122)
Cl (2.233, 0.406, -2.011)
C (0.711, 1.943, 0.242)
Cl (1.272, 3.495, -0.516)
H (-2.088, -1.664, -0.225)
H (-1.498, -1.084, -1.963)
H (-0.578, -2.430, -0.691)
H (0.436, 0.090, 1.656)
H (-1.008, -0.857, 1.738)
H (0.714, -1.535, 1.234)
H (-0.093, 2.171, 0.974)
H (1.588, 1.324, 0.545)

As for the highest occupied orbital energy: -9.374 eV. The value obtained for the energy relative to the best compared isomer or geometry (same formula, charge and spin) is 0.675 eV. Its LUMO energy is 0.0058 Ha. As for the net charge: 0. The gap between HOMO and LUMO is 9.53 eV. For the total energy, the calculation gives -39063.8187 eV. As for the spin multiplicity: 1. For the largest force on an atom, the calculation gives 0.090 hartree/bohr. For the molecular weight, the calculation gives 159.98 g mol⁻¹.

Q: What is the molecular weight in the seventh record?
A: 324.46 g mol⁻¹

Repeat the fourth record exactly.
This record from the OMol25 dataset describes one molecule with the formula C5H8O. The level of theory is ωB97M-V/def2-TZVPD.

Positions of all 14 atoms, in Å:
C (-1.756, 0.326, -1.764)
C (-0.891, 0.316, -0.925)
C (0.311, 0.302, -0.076)
C (0.258, 1.268, 1.112)
C (0.676, -1.125, 0.374)
O (0.558, -2.082, -0.646)
H (-2.497, 0.369, -2.533)
H (1.115, 0.636, -0.744)
H (-0.418, 0.918, 1.900)
H (-0.079, 2.257, 0.794)
H (1.259, 1.376, 1.545)
H (1.728, -1.132, 0.670)
H (0.088, -1.401, 1.265)
H (-0.351, -2.030, -0.972)

As for the highest occupied orbital energy: -10.023 eV. The value obtained for the energy relative to the best compared isomer or geometry (same formula, charge and spin) is 2.129 eV. Its LUMO energy is 0.0369 Ha. As for the net charge: 0. The gap between HOMO and LUMO is 11.03 eV. For the total energy, the calculation gives -7360.1264 eV. As for the spin multiplicity: 1. For the largest force on an atom, the calculation gives 0.009 hartree/bohr. For the molecular weight, the calculation gives 84.12 g mol⁻¹.